Record 1
Formula: C4H8O2
Source: the Open Molecules 2025 dataset
Level of theory: the ωB97M-V functional and the def2-TZVPD basis

Element x y z (Å)
C: -1.73 -0.73 1.10
O: -1.03 -0.13 0.04
C: 0.34 -0.16 0.31
C: 1.08 0.95 -0.43
C: 1.07 0.41 -1.80
O: 2.05 0.05 -2.40
H: -2.80 -0.63 0.90
H: -1.49 -0.22 2.05
H: -1.45 -1.78 1.20
H: 0.76 -1.18 0.23
H: 0.58 0.22 1.30
H: 2.09 1.09 -0.02
H: 0.48 1.86 -0.28
H: 0.05 0.26 -2.20

The gap between HOMO and LUMO comes out at 10.50 eV. The SMILES is COCCC=O. As for the electronic energy: -307.63856 Ha. As for the energy above the lowest of the compared OMol25 structures with the same formula, charge and spin: 2.010 eV.

natural (NBO) atomic charge list, values in e, 6 entries: -0.245, -0.539, -0.070, -0.523, 0.434, -0.528

Record 2
Formula: C4H8O2
Source: the Open Molecules 2025 dataset
Level of theory: the ωB97M-V functional and the def2-TZVPD basis

Element x y z (Å)
C: 1.83 0.33 -0.17
C: 0.91 -0.61 0.53
O: -0.01 -0.11 1.50
C: -0.53 -0.64 0.28
C: -1.31 0.34 -0.58
O: -2.68 0.34 -0.26
H: 1.30 1.21 -0.52
H: 2.28 -0.18 -1.03
H: 2.63 0.64 0.51
H: 1.36 -1.55 0.85
H: -0.93 -1.65 0.33
H: -1.26 0.05 -1.63
H: -0.91 1.36 -0.49
H: -2.70 0.48 0.69

The gap between HOMO and LUMO comes out at 11.44 eV. The SMILES is C[C@H]1O[C@H]1CO. As for the electronic energy: -307.63722 Ha. As for the energy above the lowest of the compared OMol25 structures with the same formula, charge and spin: 2.047 eV.

natural (NBO) atomic charge list, values in e, 6 entries: -0.637, 0.070, -0.495, 0.015, -0.092, -0.702

Record 3
Formula: C4H8O2
Source: the Open Molecules 2025 dataset
Level of theory: the ωB97M-V functional and the def2-TZVPD basis

Element x y z (Å)
C: -1.83 -1.01 0.14
C: -0.96 0.14 -0.27
C: -0.47 1.03 0.58
O: 0.50 1.96 0.30
H: -1.33 -1.95 -0.09
H: -2.03 -0.99 1.22
H: -2.80 -1.01 -0.38
H: -0.64 0.17 -1.31
H: -0.78 1.09 1.62
H: 0.88 1.72 -0.56
C: 2.37 -0.27 -0.31
O: 1.61 -1.20 -0.23
H: 2.62 0.17 -1.30
H: 2.86 0.17 0.58

The gap between HOMO and LUMO comes out at 9.31 eV. The SMILES is C/C=C/O.C=O. As for the electronic energy: -307.62384 Ha. As for the energy above the lowest of the compared OMol25 structures with the same formula, charge and spin: 2.411 eV.

natural (NBO) atomic charge list, values in e, 6 entries: -0.628, -0.281, 0.128, -0.683, 0.222, 0.209

Record 4
Formula: C4H8O2
Source: the Open Molecules 2025 dataset
Level of theory: the ωB97M-V functional and the def2-TZVPD basis

Element x y z (Å)
C: -0.12 1.93 4.13
C: 0.13 0.80 3.50
C: -0.92 0.05 2.71
H: 0.66 2.68 4.20
H: -1.17 2.11 4.31
H: 1.12 0.62 3.08
H: -1.85 -0.02 3.30
H: -0.70 -0.98 2.44
H: -1.24 0.68 1.89
O: 0.10 -1.66 -4.80
C: 0.43 -1.67 -5.95
O: 1.65 -1.40 -6.42
H: -0.33 -1.68 -6.74
H: 2.24 -1.46 -5.64

The gap between HOMO and LUMO comes out at 10.36 eV. The SMILES is C=CC.O=CO. As for the electronic energy: -307.64334 Ha. As for the energy above the lowest of the compared OMol25 structures with the same formula, charge and spin: 1.880 eV.

natural (NBO) atomic charge list, values in e, 6 entries: -0.406, -0.166, -0.658, 0.207, 0.189, 0.184

What is the electronic energy in the second record? -307.63722 Ha

Look up the electronic energy of the fourth one. -307.64334 Ha

What is the energy above the lowest of the compared OMol25 structures with the same formula, charge and spin in the second record? 2.047 eV

What is the electronic energy in the third record? -307.62384 Ha